Entry 1:
Below is the ion C3H8FNO2P with charge -1 in a non-equilibrium geometry, with properties calculated with ωB97M-V with the def2-TZVPD basis set.

Last column: Löwdin charge in e.
Element x y z (Å)
C1 1.504587 -1.386800 0.041395  -0.06
C2 1.269614 -0.005680 -0.505311  -0.44
F1 2.492197 0.638541 -0.448918  -0.06
C3 0.178714 0.761575 0.413418  -0.18
P1 -1.341829 -0.069305 -0.260869  0.21
N1 -2.433202 1.158372 0.201195  -0.10
O1 -1.336086 -0.034766 -1.740347  -0.38
O2 -1.596306 -1.373798 0.469720  -0.42
H1 0.663417 -2.111810 -0.012318  0.09
H2 1.822521 -1.248971 0.981402  0.02
H3 2.350506 -1.797268 -0.547838  0.08
H4 0.904605 0.057265 -1.499176  0.09
H5 0.483808 0.475646 1.439686  0.08
H6 -0.016243 1.874694 0.256045  0.08
H7 -2.985764 1.052358 1.032274  0.02
H8 -1.960533 2.009943 0.179643  -0.03

Forces on the atoms, in the same order (eV/Å):
C -0.60 -1.30 -4.07
C -1.84 1.52 1.86
F 1.15 0.64 -0.02
C 1.36 -1.23 -1.62
P -1.25 -0.88 1.73
N -1.41 -1.35 0.04
O 0.64 0.07 -0.79
O 0.01 1.09 -0.29
H 0.35 0.90 0.07
H 1.10 0.13 3.72
H -0.33 0.00 0.29
H -0.05 -0.22 -1.02
H -0.75 0.56 -0.29
H 1.12 -1.43 0.08
H 0.09 -0.17 0.26
H 0.39 1.68 0.05

Gap between HOMO and LUMO (eV): 8.9
Spin multiplicity: 1
LUMO level (eV): 4.14
Energy above the lowest of the compared OMol25 structures with the same formula, charge and spin (kJ/mol): 7.7
F_max (eV/Å): 4.3
Net charge: -1
SMILES: C[C@H](F)C[P@@](N)(=O)[O-]
Calculated total energy (Eh): -765.69367

***

Entry 2:
Below is a cluster of 4 separate species, C15H37N7O5P in total in a non-equilibrium geometry, with properties calculated with ωB97M-V with the def2-TZVPD basis set.

Last column: Mulliken spin population.
Element x y z (Å)
C1 2.750338 -4.237267 -3.885084  0.00
C2 3.493973 -3.149255 -3.080908  0.00
P1 2.545484 -1.574306 -3.281862  0.00
C3 3.067899 -1.099318 -4.980050  0.00
C4 3.350897 -0.240292 -2.219242  0.02
O1 4.190360 0.528862 -3.122421  0.00
C5 4.267872 -0.783227 -1.113349  -0.01
C6 3.700067 -0.934691 0.296576  0.02
C7 4.902886 -0.855901 1.254882  0.01
C8 3.068950 -2.321212 0.511732  0.04
N1 2.789220 0.158422 0.675146  0.39
O2 2.411871 0.137057 1.898606  0.52
C9 1.734143 0.535480 -0.282024  0.01
C10 0.545399 -0.430150 -0.255223  0.02
C11 1.193324 1.910860 0.160965  0.01
C12 2.249225 0.718287 -1.709581  0.01
H1 1.975332 -3.776512 -4.494335  0.00
H2 2.241388 -4.939187 -3.236308  0.00
H3 3.413928 -4.742212 -4.575353  0.00
H4 4.478778 -3.032336 -3.531328  0.00
H5 3.613105 -3.437189 -2.046255  0.00
H6 2.839549 -0.057720 -5.155728  0.00
H7 4.147913 -1.190282 -5.065204  0.00
H8 2.582505 -1.732028 -5.710263  0.00
H9 4.533227 1.271644 -2.596654  0.00
H10 4.716973 -1.733672 -1.377660  0.00
H11 5.095839 -0.079187 -1.048427  -0.01
H12 5.681134 -1.534336 0.923162  0.00
H13 4.590853 -1.052838 2.271549  0.00
H14 5.295706 0.157194 1.209701  -0.01
H15 2.409436 -2.300951 1.372189  -0.01
H16 3.866083 -3.011641 0.758273  0.00
H17 2.503564 -2.664798 -0.346906  0.00
H18 0.245071 -0.629345 0.764396  0.01
H19 0.814301 -1.389873 -0.687353  0.00
H20 -0.267022 0.012770 -0.808437  0.00
H21 2.033225 2.562744 0.387982  -0.02
H22 0.569823 1.806136 1.036227  0.01
H23 0.578361 2.295708 -0.645600  0.00
H24 2.608505 1.736226 -1.828797  -0.01
H25 1.389784 0.594193 -2.357966  0.00
C13 -2.369570 0.858680 2.072214  0.00
O3 -1.933052 1.081613 0.952909  0.00
N2 -3.605283 1.264566 2.479680  0.00
N3 -1.644993 0.182133 3.015692  0.00
H26 -3.969611 1.080894 3.399787  0.00
H27 -4.176593 1.769070 1.818111  0.00
H28 -0.721030 -0.119820 2.764906  0.01
H29 -1.991627 -0.015954 3.935606  0.00
C14 -6.277099 -0.831819 4.000186  0.00
O4 -5.255506 -0.555684 4.607471  0.00
N4 -6.363220 -0.719688 2.643690  0.00
N5 -7.405848 -1.271154 4.633531  0.00
H30 -7.188930 -0.936844 2.119419  0.00
H31 -5.545186 -0.394601 2.156779  0.00
H32 -7.366008 -1.361245 5.631433  0.00
H33 -8.254908 -1.504185 4.155609  0.00
C15 -5.467071 4.485544 0.725529  0.00
O5 -5.340182 3.275618 0.799302  0.00
N6 -6.541556 5.070026 0.116642  0.00
N7 -4.542248 5.344721 1.243565  0.00
H34 -6.665524 6.061309 0.041444  0.00
H35 -7.233896 4.459869 -0.275524  0.00
H36 -3.739406 4.938830 1.688911  0.00
H37 -4.620916 6.342261 1.194041  0.00

Forces on the atoms, in the same order (eV/Å):
C -0.20 0.53 0.04
C 0.20 0.12 -0.81
P -0.91 -0.27 0.32
C 0.54 -0.02 0.48
C 0.54 0.21 -0.44
O 0.05 0.06 0.33
C -0.40 0.57 0.23
C 0.95 -0.64 0.58
C -0.35 0.58 -0.29
C -0.28 0.39 0.09
N -0.64 -0.83 -0.27
O 0.28 0.27 -0.14
C -0.90 1.09 0.00
C 0.87 -0.62 0.13
C 0.27 -0.56 0.04
C 0.57 -0.69 0.21
H -0.18 -0.04 -0.14
H 0.04 -0.25 0.07
H 0.14 -0.32 0.05
H 0.29 0.09 0.23
H -0.01 0.00 0.20
H -0.29 0.17 -0.10
H 0.13 -0.07 -0.14
H -0.19 -0.11 -0.14
H -0.07 -0.25 -0.29
H 0.09 -0.11 -0.17
H 0.12 0.18 0.00
H 0.08 -0.23 0.07
H 0.05 -0.18 0.18
H 0.16 0.12 0.12
H -0.15 0.08 0.15
H 0.13 -0.33 -0.24
H -0.05 -0.15 -0.11
H -0.20 0.19 0.18
H -0.10 -0.08 -0.30
H -0.33 0.02 -0.04
H 0.00 0.26 -0.11
H -0.13 0.04 0.20
H -0.05 0.26 -0.06
H 0.18 0.19 0.01
H -0.23 0.27 -0.20
C -0.04 0.00 0.13
O -0.04 0.04 0.01
N -0.26 0.02 -0.12
N 0.14 -0.05 0.00
H 0.02 -0.16 0.00
H 0.07 0.22 0.00
H 0.00 0.06 0.02
H -0.08 -0.01 -0.03
C -0.05 0.01 -0.27
O 0.15 0.12 0.19
N 0.01 -0.02 -0.01
N -0.02 -0.02 0.08
H -0.01 0.01 0.03
H 0.02 0.02 0.01
H 0.02 0.01 -0.02
H 0.03 0.01 -0.03
C 0.12 0.11 0.02
O -0.11 -0.21 0.03
N -0.07 -0.02 -0.01
N 0.03 0.01 0.06
H 0.03 -0.01 0.01
H 0.03 0.00 0.00
H 0.00 -0.02 -0.03
H -0.02 -0.01 -0.02

<S²>: 0.75
Gap between HOMO and LUMO (alpha / beta) (eV): 8.7 / 8.6
Spin multiplicity: 2
LUMO level (alpha / beta) (eV): 0.65 / 0.59
F_max (eV/Å): 1.4
Net charge: 0
Calculated total energy (Eh): -1694.63596

***

Entry 3:
Below is a structure of composition C21H38CuF9N2O17S4V in a non-equilibrium geometry, with properties calculated with ωB97M-V with the def2-TZVPD basis set.

Last column: Mulliken spin population.
Element x y z (Å)
O1 1.318067 4.241927 6.226780  0.00
V1 -0.016043 3.473867 6.070140  0.00
O2 -1.043723 4.190177 7.071270  0.00
Cu1 -0.353803 0.915457 2.065440  0.35
C1 -3.280143 4.295797 3.357110  0.00
F1 -4.041053 4.263137 2.244080  0.00
F2 -3.626233 5.487277 3.850200  0.00
F3 -3.610103 3.225627 4.068070  0.00
S1 -1.417363 4.187417 2.905670  0.00
O3 -1.085033 5.362737 2.169770  0.00
O4 -0.775683 4.174197 4.192420  0.00
O5 -1.289243 2.894807 2.172370  -0.01
C2 -3.568633 0.009637 5.582580  0.00
F4 -3.967783 -0.872063 4.638500  0.00
F5 -4.258393 1.157837 5.532050  0.00
F6 -3.721113 -0.571603 6.776050  0.00
S2 -1.722133 0.500827 5.218340  0.01
O6 -0.801843 -0.632593 5.549390  0.00
O7 -1.674933 0.766807 3.793880  0.01
O8 -1.418863 1.707827 5.983310  0.00
C3 -1.822143 -3.701333 2.499060  0.00
F7 -1.796503 -4.993923 2.772540  0.00
F8 -2.419303 -3.467513 1.279460  0.00
F9 -2.547723 -3.197693 3.466600  0.00
S3 -0.112503 -2.689443 2.550010  0.00
O9 0.598267 -3.328433 1.379250  0.00
O10 -0.446613 -1.283283 2.375660  0.00
O11 0.618267 -2.911133 3.753520  0.00
S4 1.918637 1.312037 4.272940  -0.07
O12 1.121137 2.018197 5.196450  0.00
O13 1.747287 -0.125323 4.534540  0.38
O14 1.363857 1.501537 2.977630  0.21
O15 3.332257 1.688477 4.462800  0.13
C4 0.246857 -2.737403 -2.352920  0.00
C5 1.793487 -2.956833 -2.339020  0.00
C6 2.013277 -4.446583 -2.312390  0.00
C7 3.460007 -4.782933 -2.736580  0.00
C8 3.738747 -4.273193 -4.144830  0.00
C9 3.362557 -2.799003 -4.405420  0.00
N1 2.118617 -2.480273 -3.760320  0.00
O16 1.794477 -1.135723 -4.193710  0.00
C10 4.628297 -1.932723 -3.995800  0.00
C11 3.134597 -2.716953 -5.975140  0.00
C12 2.507877 -2.181103 -1.249240  0.00
H1 -0.095243 -2.856293 -1.324840  0.00
H2 -0.238093 -3.580943 -2.844190  0.00
H3 -0.143153 -1.915003 -2.952620  0.00
H4 1.778757 -4.849713 -1.327210  0.00
H5 1.431857 -4.955483 -3.081200  0.00
H6 3.766827 -5.828583 -2.712520  0.00
H7 4.181267 -4.338803 -2.050560  0.00
H8 3.322387 -4.917233 -4.919400  0.00
H9 4.755077 -4.520533 -4.451400  0.00
H10 5.106927 -2.261193 -3.073240  0.00
H11 5.308497 -1.853713 -4.843850  0.00
H12 4.423487 -0.958053 -3.552900  0.00
H13 3.170987 -1.698363 -6.361450  0.00
H14 3.844737 -3.348493 -6.508960  0.00
H15 2.152347 -3.162863 -6.131530  0.00
H16 2.421207 -1.099033 -1.347730  0.00
H17 3.558607 -2.467813 -1.292460  0.00
H18 2.143677 -2.467583 -0.262640  0.00
H19 1.084317 -1.182263 -4.838000  0.00
C13 0.112427 2.481737 -2.490530  0.00
C14 -0.310623 2.903027 -1.016220  0.00
C15 -1.426213 3.953597 -1.037470  0.00
C16 -2.742983 3.340537 -1.528900  0.00
C17 -3.209793 2.114397 -0.754820  0.00
C18 -2.131933 1.064217 -0.568070  0.00
N2 -0.810683 1.652507 -0.217110  0.00
O17 0.177217 0.571587 -0.124920  -0.01
C19 -2.672243 0.203517 0.609980  -0.01
C20 -2.240753 0.156467 -1.824380  0.00
C21 0.931417 3.572127 -0.339550  0.00
H20 -0.344943 1.499237 -2.607180  0.00
H21 1.181897 2.340047 -2.646280  0.00
H22 -0.475043 2.968657 -3.268920  0.00
H23 -1.503653 4.356117 -0.027480  0.00
H24 -1.194323 4.879027 -1.564650  0.00
H25 -2.775383 3.231707 -2.612970  0.00
H26 -3.505553 4.117727 -1.478140  0.00
H27 -4.077943 1.771207 -1.317520  0.00
H28 -3.664893 2.484257 0.163980  0.00
H29 -2.627793 0.653547 1.601750  0.01
H30 -3.676643 -0.184993 0.441630  0.00
H31 -2.151623 -0.693683 0.944800  0.00
H32 -1.252623 -0.107053 -2.201570  0.00
H33 -2.928293 -0.664903 -1.622560  0.00
H34 -2.744293 0.677297 -2.638800  0.00
H35 0.803887 3.541087 0.742520  0.00
H36 1.044887 4.607337 -0.661380  0.00
H37 1.909207 3.131017 -0.533090  0.00
H38 0.333117 0.482087 -1.067930  0.00

Forces on the atoms, in the same order (eV/Å):
O 0.56 1.07 0.54
V -1.44 0.07 -1.33
O 0.60 -0.66 -0.29
Cu 0.77 -0.22 1.29
C 0.55 -0.11 -1.84
F 0.20 -0.69 -0.79
F 0.52 -0.35 1.51
F -0.03 0.99 0.54
S -0.44 -2.55 -1.39
O -0.43 0.57 -0.63
O 0.74 -0.32 2.35
O -0.77 2.83 1.14
C 2.00 0.28 -0.61
F -0.13 0.94 0.67
F -0.52 -0.86 0.03
F -0.13 0.35 -0.29
S 4.41 -3.39 -0.12
O -3.35 2.10 0.22
O -1.58 0.29 -0.13
O -1.09 0.47 0.83
C 1.56 2.02 -0.10
F 0.61 -0.78 -0.91
F 0.29 -0.58 1.13
F -1.35 0.99 0.50
S 2.76 -1.47 -2.70
O -1.84 1.11 1.24
O -1.01 -0.41 -0.70
O -0.83 -0.90 1.02
S 4.78 -3.42 2.40
O -3.25 2.55 3.23
O 0.51 -0.48 -0.28
O -1.25 1.12 -4.88
O -1.34 -0.14 -1.14
C 0.05 -1.26 0.64
C -2.20 2.35 -2.16
C 1.74 -1.00 -0.62
C 0.58 0.37 0.12
C -0.08 -0.54 -0.34
C 1.82 -0.11 -0.92
N 0.02 -0.84 -1.00
O 0.53 -0.02 1.70
C -0.90 0.23 0.74
C -0.01 -0.04 1.18
C 0.30 -0.50 0.11
H -0.34 0.86 0.15
H 0.28 -0.37 -0.23
H 0.41 0.54 0.81
H -0.10 0.12 0.03
H -0.60 0.23 0.19
H -0.65 -0.33 0.11
H 0.00 0.33 0.12
H -1.34 -0.09 0.20
H 0.72 0.87 0.52
H 0.43 -1.20 -0.35
H 0.19 0.01 0.28
H -0.73 0.59 -1.05
H -0.03 -0.05 0.04
H 0.27 0.14 0.05
H -0.12 0.15 -0.19
H -0.07 -0.05 -0.19
H 0.19 0.31 0.12
H -0.21 0.00 0.05
H -0.19 -0.63 0.07
C -1.50 -1.20 1.09
C 1.60 -0.35 -0.77
C -0.63 -0.76 0.65
C -0.19 1.35 -0.13
C -0.25 2.06 -0.25
C -1.40 -1.40 0.58
N -0.13 1.00 0.13
O -0.99 1.76 -1.19
C 0.76 -0.72 1.15
C 0.36 0.66 -0.43
C -0.38 -0.70 0.56
H 0.38 -0.39 -0.19
H -0.14 0.54 -0.17
H 0.67 0.82 -0.04
H -0.41 -0.43 0.29
H 0.50 -0.39 -0.69
H 0.68 -0.73 -0.29
H -0.28 0.14 0.59
H 0.14 -0.79 0.06
H 0.53 -0.16 0.45
H -0.61 1.12 -0.15
H -0.23 0.51 -0.24
H 0.73 -0.37 -1.17
H -0.33 -0.82 0.12
H 0.65 -0.38 0.11
H 0.24 0.37 -0.20
H -0.06 0.23 0.02
H -0.40 0.08 -0.04
H -0.21 -0.55 -0.23
H 0.85 -1.01 -0.34

<S²>: 0.76
Gap between HOMO and LUMO (alpha / beta) (eV): 7.7 / 5.0
Spin multiplicity: 2
LUMO level (alpha / beta) (eV): 3.53 / 2.34
F_max (eV/Å): 6.4
Net charge: -2
Calculated total energy (Eh): -7287.55063

***

Entry 4:
Below is a cluster of 2 separate species, C3H10NS in total in a non-equilibrium geometry, with properties calculated with ωB97M-V with the def2-TZVPD basis set.

Last column: Mulliken spin population.
Element x y z (Å)
C1 -1.947949 -0.444790 0.562869  0.14
S1 -1.664055 1.134886 -0.240412  -0.09
H1 -3.033932 -0.508487 0.840763  -0.02
H2 -1.768378 -1.405091 -0.058559  0.00
H3 -1.423147 -0.573850 1.609676  0.00
C2 1.495098 -0.801393 -1.242687  1.53
N1 1.456261 0.007111 -0.041737  -1.16
C3 2.195390 -0.568804 1.036084  2.63
H4 2.529965 -0.941543 -1.680265  -0.74
H5 1.001755 -1.790962 -1.070487  -0.21
H6 1.011557 -0.320911 -2.056637  0.09
H7 0.540992 0.476639 0.215268  0.14
H8 2.514485 0.195718 1.777060  -0.49
H9 2.954300 -1.177645 0.622376  -0.35
H10 1.648219 -1.271899 1.801958  -0.46

Forces on the atoms, in the same order (eV/Å):
C -0.60 -1.81 1.66
S 0.03 0.39 -0.24
H 0.62 -0.09 -0.21
H 0.15 1.51 0.83
H -0.54 0.16 -2.02
C 0.26 -0.54 0.46
N -0.42 0.57 0.13
C -1.60 0.04 2.34
H -0.65 -0.13 1.02
H 0.51 0.22 -0.36
H -1.02 0.62 -0.60
H 1.27 -0.90 -0.94
H 0.45 -0.17 -0.58
H 1.33 -0.40 -0.13
H 0.21 0.54 -1.37

<S²>: 0.75
Gap between HOMO and LUMO (alpha / beta) (eV): 2.1 / 6.1
Spin multiplicity: 2
LUMO level (alpha / beta) (eV): 6.36 / 6.28
Energy above the lowest of the compared OMol25 structures with the same formula, charge and spin (kJ/mol): 93.0
F_max (eV/Å): 2.8
Net charge: -2
Calculated total energy (Eh): -573.06521